a | This record from the OMol25 dataset describes a molecular structure, C5H8N2O2. The level of theory is ωB97M-V with the def2-TZVPD basis set.

Geometry as ORCA input:
```
! wB97M-V def2-TZVPD RIJCOSX def2/J DEFGRID3
* xyz 0 1
C -1.7132 -1.2668 -0.7676
C 0.3842 -1.7772 0.7905
C 0.8206 1.4140 -1.0966
C -0.6474 1.0450 0.7596
C 0.2520 -0.8746 -0.4034
N -2.8172 -1.2759 -1.0452
N 0.3647 0.4699 -0.1311
O 1.1685 -1.3416 1.7546
O -0.1506 -2.8736 0.7859
H 1.6125 1.9893 -0.6199
H 1.5120 0.8063 -1.8387
H 0.0521 2.0270 -1.6230
H -1.6973 1.0676 0.3256
H -0.7696 0.2483 1.7043
H -0.3374 1.9410 1.0936
H 0.7381 -1.2358 -1.2313
H 1.2281 -0.3628 1.5427
*
```

Properties
HOMO-LUMO gap in eV: 10.46
Molecular weight in g mol⁻¹: 128.13

b | This record from the OMol25 dataset describes a molecular structure, C5H8N2O2. The level of theory is ωB97M-V with the def2-TZVPD basis set.

Geometry as ORCA input:
```
! wB97M-V def2-TZVPD RIJCOSX def2/J DEFGRID3
* xyz 0 1
C 0.3563 -0.4117 1.1434
C 1.4704 1.4172 -0.5082
C -1.9202 -0.7199 0.4122
C -1.4489 -0.6764 -1.0328
C 0.6579 0.2156 -0.6867
N 1.3489 -0.3761 1.8750
N 2.7249 1.3457 -0.5853
O -0.8622 -0.8895 1.3568
O -0.5970 0.4290 -1.2369
H 0.8936 2.3283 -0.2920
H -2.4445 0.2178 0.6384
H -2.5891 -1.5684 0.5817
H -0.9307 -1.6069 -1.3004
H -2.3146 -0.5415 -1.6817
H 1.1929 -0.6425 -1.1011
H 1.2522 -0.7423 2.8190
H 3.2102 2.2215 -0.4014
*
```

Properties
HOMO-LUMO gap in eV: 9.68
Molecular weight in g mol⁻¹: 128.13

Result of the stability comparison: b is the most stable of them.